(1)
72
Properties=species:S:1:pos:R:3 method="wB97M-V/def2-TZVPD" charge=+1 orbital_gap_ev="7.714 / 6.271" e_above_lowest_kj_mol=57.3 multiplicity=2 total_energy_ev=-198030.408
Ir -0.197 1.126 -0.416
O -0.570 2.152 1.430
As -0.105 0.971 2.802
O -1.138 1.217 4.031
O -1.009 -0.442 0.494
C 1.668 1.693 3.219
C 1.840 2.011 4.558
C 3.057 2.521 4.997
C 4.093 2.705 4.101
C 3.923 2.378 2.759
C 2.716 1.873 2.317
S 2.584 1.463 0.587
O 1.787 0.222 0.541
O 3.920 1.376 0.064
O 1.739 2.503 -0.048
H -1.477 2.448 1.616
H 1.024 1.864 5.254
H 3.186 2.770 6.042
H 5.042 3.097 4.439
H 4.733 2.505 2.055
C -5.278 -3.669 1.379
C -4.619 -4.143 0.254
C -3.586 -3.408 -0.307
C -3.224 -2.190 0.260
C -3.885 -1.716 1.396
C -4.909 -2.459 1.955
P -2.005 -1.132 -0.492
C -1.149 -2.052 -1.760
C -1.606 -2.041 -3.073
C -0.977 -2.829 -4.025
C 0.098 -3.628 -3.661
C 0.553 -3.641 -2.348
C -0.071 -2.856 -1.392
C -2.864 0.277 -1.176
C -4.206 0.351 -1.534
C -4.714 1.546 -2.010
C -3.875 2.652 -2.122
C -2.543 2.583 -1.738
C -2.012 1.395 -1.236
H -6.083 -4.247 1.812
H -4.904 -5.090 -0.184
H -3.069 -3.783 -1.180
H -3.594 -0.774 1.845
H -5.418 -2.098 2.837
H -2.441 -1.411 -3.357
H -1.325 -2.820 -5.048
H 0.582 -4.249 -4.404
H 1.389 -4.268 -2.067
H 0.288 -2.852 -0.370
H -4.843 -0.522 -1.447
H -5.755 1.621 -2.291
H -4.272 3.585 -2.500
H -1.912 3.460 -1.823
C 3.269 -1.132 -2.443
N 3.374 0.292 -2.695
C 2.368 1.171 -2.682
Se 0.507 0.762 -2.680
N 2.876 2.399 -2.837
C 4.255 2.333 -2.905
C 5.233 3.311 -3.022
C 6.540 2.871 -3.048
C 6.864 1.509 -2.959
C 5.891 0.537 -2.843
C 4.574 0.980 -2.820
H 2.278 -1.472 -2.729
H 3.430 -1.320 -1.381
H 4.021 -1.648 -3.037
H 2.312 3.225 -2.716
H 4.984 4.361 -3.088
H 7.340 3.593 -3.135
H 7.904 1.216 -2.981
H 6.147 -0.510 -2.766

(2)
131
Properties=species:S:1:pos:R:3 method="wB97M-V/def2-TZVPD" orbital_gap_ev=9.666 total_energy_ev=-100413.270
C 5.415 -1.851 3.380
C 4.355 -0.606 3.616
Si 2.883 -0.927 2.368
O 1.977 0.572 2.233
Si 0.398 0.323 1.474
C -0.470 2.085 1.512
C -1.841 2.110 2.411
C -3.050 2.786 1.519
C -4.495 2.041 1.762
C -4.815 0.885 0.613
C -3.462 -0.026 0.289
C -3.826 -1.453 -0.434
C -3.051 -2.691 0.332
C -3.801 -2.863 1.802
C -3.940 -4.418 2.302
C -5.223 -4.487 3.327
O -6.528 -4.229 2.693
C -6.733 -5.047 1.486
C 0.471 -0.183 -0.382
C 0.623 -1.790 -0.664
C 1.624 -1.990 -1.980
C 2.339 -3.466 -2.041
O 3.836 -3.380 -2.084
C 4.372 -3.329 -0.705
P 1.693 -2.591 3.193
O 2.632 -3.768 3.768
H 5.112 -2.732 4.109
H 5.354 -2.245 2.272
H 6.540 -1.531 3.593
H 3.963 -0.639 4.741
H 4.880 0.417 3.378
H 3.503 -1.213 1.070
H -0.441 -0.666 2.195
H 0.279 2.867 2.010
H -0.632 2.452 0.408
H -1.683 2.833 3.346
H -2.095 1.053 2.846
H -2.790 2.863 0.356
H -3.194 3.910 1.874
H -4.547 1.607 2.865
H -5.349 2.862 1.703
H -5.758 0.236 0.860
H -5.036 1.481 -0.382
H -2.934 -0.247 1.309
H -2.769 0.651 -0.390
H -3.432 -1.413 -1.547
H -4.982 -1.614 -0.341
H -1.931 -2.405 0.575
H -3.044 -3.670 -0.312
H -4.873 -2.398 1.725
H -3.104 -2.312 2.598
H -2.977 -4.654 2.964
H -3.947 -5.217 1.447
H -5.062 -3.609 4.118
H -5.189 -5.486 3.966
H -7.872 -5.322 1.404
H -6.347 -4.409 0.554
H -6.093 -6.037 1.479
H 1.283 0.461 -0.933
H -0.574 0.140 -0.861
H -0.406 -2.275 -0.981
H 1.049 -2.417 0.226
H 2.464 -1.165 -1.971
H 0.955 -1.898 -2.962
H 1.978 -4.210 -1.194
H 2.029 -3.980 -3.068
H 4.800 -4.387 -0.355
H 3.448 -3.116 0.001
H 5.207 -2.491 -0.601
H 0.990 -2.053 4.350
H 0.750 -3.163 2.253
C -6.703 6.522 5.010
O -7.585 5.470 5.401
C -7.165 4.230 5.046
O -6.136 3.965 4.445
O -8.090 3.334 5.476
C -7.778 1.976 5.169
H -7.137 7.468 5.345
H -5.725 6.403 5.488
H -6.602 6.556 3.921
H -6.843 1.676 5.654
H -7.719 1.828 4.086
H -8.584 1.348 5.559
C 2.799 3.782 -5.639
O 3.875 2.858 -5.488
C 3.508 1.652 -4.985
O 2.376 1.321 -4.669
O 4.619 0.879 -4.895
C 4.383 -0.429 -4.377
H 3.206 4.711 -6.048
H 2.053 3.395 -6.341
H 2.342 4.004 -4.670
H 3.701 -0.985 -5.028
H 3.990 -0.375 -3.357
H 5.339 -0.959 -4.349
C 7.491 5.394 -10.485
O 7.598 4.226 -9.674
C 6.509 3.980 -8.903
O 5.494 4.658 -8.858
O 6.745 2.850 -8.189
C 5.676 2.467 -7.327
H 8.416 5.493 -11.059
H 6.658 5.301 -11.189
H 7.375 6.287 -9.862
H 4.770 2.256 -7.904
H 5.487 3.243 -6.578
H 5.973 1.552 -6.807
C -3.328 5.657 4.308
O -1.930 5.924 4.401
C -1.589 7.212 4.144
O -2.360 8.113 3.853
O -0.243 7.323 4.266
C 0.262 8.635 4.022
H -3.485 4.598 4.533
H -3.884 6.250 5.041
H -3.692 5.851 3.294
H -0.150 9.348 4.743
H 0.042 8.948 2.997
H 1.348 8.608 4.148
C 4.791 -7.029 -3.762
O 4.898 -8.197 -2.951
C 3.809 -8.443 -2.179
O 2.794 -7.765 -2.135
O 4.045 -9.573 -1.466
C 2.976 -9.956 -0.603
H 5.716 -6.930 -4.336
H 3.958 -7.123 -4.466
H 4.675 -6.136 -3.139
H 2.070 -10.167 -1.181
H 2.787 -9.180 0.146
H 3.273 -10.871 -0.083

(3)
42
Properties=species:S:1:pos:R:3 method="wB97M-V/def2-TZVPD" charge=-1 orbital_gap_ev=5.718 total_energy_ev=-34237.976
C 1.557 -0.509 -1.461
C 0.916 0.404 -1.887
O 0.027 1.308 -2.324
C -0.546 2.070 -1.345
O -0.986 3.141 -1.605
O -0.605 1.580 -0.074
O -1.219 0.287 -0.081
C -2.654 0.446 -0.056
C -3.220 -0.028 -1.399
C -2.582 -1.383 -1.807
C -4.773 -0.168 -1.432
C -5.355 0.991 -2.284
C -5.443 -0.118 -0.045
H 2.075 -1.350 -1.063
H -2.882 1.487 0.174
H -2.984 -0.181 0.775
H -2.904 0.707 -2.148
H -3.079 -1.707 -2.721
H -1.512 -1.277 -1.973
H -2.772 -2.100 -1.004
H -5.020 -1.113 -1.920
H -6.395 0.776 -2.536
H -5.276 1.922 -1.719
H -4.753 1.090 -3.190
H -5.292 0.871 0.392
H -6.504 -0.353 -0.127
H -4.967 -0.845 0.617
C 3.671 0.579 1.957
C 5.033 1.041 2.461
O 5.752 0.078 3.189
C 6.514 -0.934 2.432
O 7.259 -0.448 1.490
C 5.580 -2.075 1.906
F 4.579 -2.395 2.779
F 6.285 -3.218 1.745
F 4.978 -1.843 0.722
H 3.160 -0.026 2.708
H 3.045 1.443 1.711
H 3.763 -0.015 1.050
H 4.861 1.858 3.171
H 5.635 1.459 1.649
H 7.032 -1.452 3.275

(4)
109
Properties=species:S:1:pos:R:3 method="wB97M-V/def2-TZVPD" orbital_gap_ev=7.181 e_above_lowest_kj_mol=41.6 total_energy_ev=-134370.689
Ga 0.677 1.633 -0.927
C -0.885 2.849 5.623
C -1.051 2.178 4.294
C -1.839 2.716 3.286
C -2.043 2.032 2.098
C -1.447 0.796 1.902
C -0.603 0.278 2.874
C -0.412 0.964 4.056
S -1.860 -0.184 0.448
O -0.692 -0.525 -2.168
C -2.391 -1.554 1.483
C -3.698 -1.382 1.975
C -4.209 -2.174 2.959
C -3.355 -3.081 3.624
C -3.772 -3.804 4.760
C -2.897 -4.597 5.447
C -1.554 -4.650 5.052
C -1.134 -4.001 3.924
C -2.031 -3.243 3.141
C -1.595 -2.586 1.933
C -0.399 -3.212 1.323
C -0.497 -4.646 1.223
C -1.742 -5.305 1.151
C -1.810 -6.670 1.085
C -0.646 -7.447 1.144
C 0.575 -6.835 1.149
C 0.679 -5.432 1.127
C 1.930 -4.787 1.004
C 1.967 -3.438 0.833
C 0.812 -2.652 0.976
S 1.058 -0.923 0.424
O 2.345 -0.493 0.980
C 1.513 -1.518 -1.245
C 2.566 -0.853 -1.851
C 2.978 -1.196 -3.127
C 2.388 -2.259 -3.801
C 2.884 -2.684 -5.153
C 1.334 -2.923 -3.180
C 0.880 -2.548 -1.925
H -1.547 3.705 5.719
H 0.140 3.190 5.755
H -1.103 2.144 6.424
H -2.321 3.674 3.433
H -2.678 2.447 1.330
H -0.108 -0.668 2.721
H 0.233 0.541 4.812
H -4.286 -0.597 1.523
H -5.239 -2.072 3.270
H -4.797 -3.708 5.088
H -3.223 -5.149 6.315
H -0.847 -5.211 5.644
H -0.090 -4.021 3.650
H -2.650 -4.720 1.103
H -2.768 -7.156 0.982
H -0.718 -8.524 1.154
H 1.489 -7.409 1.157
H 2.832 -5.379 0.978
H 2.895 -2.923 0.626
H 3.104 -0.099 -1.294
H 3.779 -0.640 -3.594
H 3.813 -2.171 -5.397
H 2.149 -2.454 -5.926
H 3.061 -3.760 -5.174
H 0.872 -3.764 -3.677
H 0.056 -3.086 -1.482
C 3.888 2.995 0.661
C 2.953 3.930 1.432
C 1.945 3.124 2.256
C 2.304 4.964 0.531
C 2.496 6.301 0.840
C 2.012 7.308 0.026
C 1.367 6.969 -1.149
C 1.136 5.647 -1.492
C 0.465 5.375 -2.824
C -0.953 4.826 -2.654
C 1.291 4.445 -3.715
C 1.551 4.628 -0.612
O 1.224 3.362 -0.845
H 4.438 2.356 1.349
H 4.600 3.571 0.072
H 3.315 2.352 -0.005
H 3.571 4.497 2.139
H 1.467 2.358 1.647
H 1.174 3.773 2.664
H 2.452 2.618 3.076
H 3.034 6.552 1.745
H 2.168 8.344 0.288
H 1.022 7.746 -1.818
H 0.397 6.342 -3.341
H -0.914 3.835 -2.203
H -1.453 4.753 -3.619
H -1.530 5.486 -2.011
H 1.317 3.436 -3.307
H 2.312 4.811 -3.804
H 0.854 4.399 -4.711
C -0.573 0.230 -5.436
C -1.506 0.065 -4.231
C -2.186 -1.299 -4.240
C -2.538 1.203 -4.210
N -0.701 0.323 -3.051
H -1.176 0.315 -6.336
H 0.084 -0.632 -5.523
H 0.033 1.126 -5.326
H -2.757 -1.415 -5.158
H -2.855 -1.386 -3.387
H -1.443 -2.090 -4.175
H -3.131 1.172 -5.121
H -2.034 2.163 -4.138
H -3.192 1.087 -3.349

(5)
27
Properties=species:S:1:pos:R:3 method="wB97M-V/def2-TZVPD" orbital_gap_ev="6.766 / 8.512" e_above_lowest_kj_mol=352.5 multiplicity=4 total_energy_ev=-19769.844
O -0.422 0.273 1.928
O 0.011 0.764 0.795
C 1.666 -0.830 3.999
C 1.190 0.338 4.827
C -0.217 0.715 4.329
C -0.378 1.345 2.871
C -1.745 1.971 2.787
C -2.707 1.705 3.692
C -2.430 0.968 5.006
C -1.024 1.387 5.485
O -0.775 2.763 5.657
O -2.269 -0.429 4.799
O -0.853 -0.574 4.304
C -3.614 1.148 6.027
H 2.730 -1.035 4.184
H 1.097 -1.730 4.253
H 1.517 -0.626 2.930
H 1.089 0.041 5.885
H 1.894 1.181 4.773
H 0.455 1.984 2.593
H -2.081 2.433 1.853
H -3.752 1.763 3.406
H -0.897 0.769 6.386
H -1.165 3.086 6.500
H -3.954 2.197 6.152
H -4.468 0.560 5.675
H -3.369 0.715 7.011

(6)
23
Properties=species:S:1:pos:R:3 method="wB97M-V/def2-TZVPD" orbital_gap_ev=8.980 e_above_lowest_kj_mol=102.8 total_energy_ev=-11371.348
C -1.312 1.039 0.240
C -0.221 0.753 -0.819
C 1.189 -0.986 -1.800
C -2.385 -0.052 0.251
N 0.491 -0.516 -0.604
C 1.486 -0.448 0.586
N 0.986 -1.366 1.369
N -0.832 1.237 1.594
N 2.400 0.426 0.413
H -1.781 1.980 -0.076
H 1.511 -1.544 2.218
H -0.061 -1.302 -0.061
H -0.440 0.372 1.958
H -0.097 1.934 1.619
H 3.058 0.464 1.183
H 0.541 1.538 -0.799
H -0.685 0.730 -1.809
H 0.494 -1.093 -2.633
H 1.969 -0.265 -2.044
H 1.657 -1.946 -1.586
H -2.764 -0.242 -0.752
H -1.993 -0.979 0.669
H -3.211 0.266 0.882